Model one:
Molecular formula: C2H17N2O4
Method: DFT, the ωB97M-V functional and the def2-TZVPD basis

Structure (XYZ):
```
25
Properties=species:S:1:pos:R:3:mulliken_charge:R:1
C -1.271 -1.675 -0.346 -0.66
N -0.974 -1.907 1.100 -0.51
C -1.360 -0.193 -0.596 -0.55
N -0.077 0.520 -0.190 0.03
H -2.193 -2.171 -0.662 0.43
H -0.522 -2.134 -0.993 0.26
H -1.599 -2.660 1.377 0.27
H -1.375 -1.127 1.612 0.22
H -2.148 0.294 -0.029 0.31
H -1.386 -0.043 -1.677 0.37
H -0.165 1.249 0.531 0.40
H 0.504 -0.283 0.033 0.06
H 0.437 0.992 -0.939 0.36
H -2.040 3.258 1.325 0.31
H -1.133 3.356 0.205 0.29
O -1.610 2.705 0.670 -0.61
H 1.802 2.028 2.791 0.31
H 1.654 2.640 1.385 0.31
O 1.484 1.850 1.900 -0.62
H 1.529 -1.928 0.895 0.32
H 1.441 -3.223 0.058 0.31
O 2.040 -2.558 0.381 -0.63
H 2.650 -0.303 -2.572 0.33
H 2.347 0.996 -3.408 0.32
O 1.967 0.315 -2.851 -0.64
```

Output
Net charge = +1
2S+1 = 1
E_LUMO = -3.08 eV
HOMO = -13.887 eV

***

Model two:
Molecular formula: C2H17N2O4
Method: DFT, the ωB97M-V functional and the def2-TZVPD basis

Structure (XYZ):
```
25
Properties=species:S:1:pos:R:3:mulliken_charge:R:1
C 1.023 -1.610 -0.926 -0.48
N 2.188 -0.787 -0.588 -0.46
C -0.031 -1.425 0.170 -0.69
N -0.441 0.007 0.261 0.02
H 1.208 -2.686 -0.841 0.37
H 0.685 -1.348 -1.920 0.17
H 3.045 -1.087 -1.015 0.22
H 2.346 -0.770 0.407 0.20
H 0.219 -1.922 1.100 0.31
H -0.879 -2.056 -0.098 0.41
H -0.021 0.373 1.128 0.43
H 0.045 0.620 -0.374 0.17
H -1.430 0.138 0.156 0.31
H -0.338 -0.741 4.076 0.30
H -1.234 0.125 3.162 0.29
O -0.499 -0.470 3.167 -0.60
H 0.423 3.331 1.728 0.30
H -0.900 2.799 2.122 0.30
O -0.108 2.529 1.644 -0.59
H 1.490 1.182 -1.823 0.31
H 1.077 0.488 -3.132 0.32
O 1.281 1.340 -2.748 -0.62
H -2.493 0.834 -2.408 0.33
H -3.733 0.815 -1.535 0.33
O -2.923 0.322 -1.712 -0.66
```

Output
Net charge = +1
2S+1 = 1
E_LUMO = -3.03 eV
HOMO = -13.608 eV

***

It turns out model two is the most stable, with the second structure 0.0026 hartree higher.

***

Model one:
Molecular formula: C28H31BGeN7V
Method: DFT, the ωB97M-V functional and the def2-TZVPD basis

Structure (XYZ):
```
69
Properties=species:S:1:pos:R:3:lowdin_spin:R:1
V -0.297 0.020 0.318 2.09
C -2.229 -2.734 2.736 0.01
C -1.523 -2.346 1.596 0.03
N -1.369 -1.027 1.580 0.00
N -1.944 -0.545 2.683 0.01
C -2.486 -1.553 3.395 0.02
B -2.039 0.950 2.996 0.00
N -0.651 1.605 2.927 0.01
C 0.021 2.231 3.909 0.00
C 1.132 2.831 3.357 0.00
C 1.055 2.507 2.000 0.00
N -0.016 1.767 1.770 0.01
N -2.943 1.559 1.914 0.00
C -4.129 2.166 2.093 0.00
C -4.726 2.315 0.860 0.00
C -3.803 1.757 -0.031 0.00
N -2.742 1.309 0.620 0.00
H -2.493 -3.726 3.046 0.00
H -1.115 -2.958 0.814 0.00
H -3.013 -1.373 4.311 0.00
H -2.520 1.112 4.072 0.00
H -0.314 2.208 4.927 0.00
H 1.879 3.416 3.858 0.00
H 1.714 2.801 1.203 0.00
H -4.457 2.460 3.071 0.00
H -5.688 2.740 0.640 0.00
H -3.879 1.663 -1.099 0.00
C 2.779 -1.346 3.060 0.03
C 3.867 -0.661 2.536 0.02
C 3.734 -0.002 1.329 0.02
C 2.510 -0.017 0.661 0.03
C 1.371 -0.653 1.201 0.03
C 1.557 -1.335 2.403 0.01
C 2.273 0.654 -0.602 0.17
C 3.281 1.003 -1.504 0.01
C 2.967 1.577 -2.715 0.19
C 1.617 1.885 -2.980 0.01
C 1.205 2.514 -4.165 0.05
C -0.104 2.893 -4.344 0.01
C -1.033 2.671 -3.328 0.05
C -0.670 2.008 -2.173 0.02
C 0.648 1.564 -1.986 0.04
N 0.963 0.872 -0.862 0.10
H 2.884 -1.873 4.001 0.00
H 4.803 -0.633 3.081 0.00
H 4.572 0.551 0.922 0.00
H 0.736 -1.870 2.870 0.00
H 4.309 0.786 -1.256 0.00
H 3.727 1.800 -3.452 0.01
H 1.946 2.705 -4.930 0.00
H -0.403 3.392 -5.257 0.00
H -2.052 3.011 -3.458 0.00
H -1.381 1.838 -1.372 0.00
C 0.946 -3.868 -0.879 0.00
Ge 0.069 -2.575 -2.121 0.00
C 1.477 -1.759 -3.273 0.00
C -0.945 -3.782 -3.400 0.00
C -1.004 -1.203 -1.240 -0.01
H 1.691 -4.452 -1.411 0.00
H 0.212 -4.555 -0.464 0.00
H 1.427 -3.338 -0.063 0.00
H 1.975 -2.502 -3.891 0.00
H 2.223 -1.261 -2.664 0.00
H 1.027 -1.018 -3.929 0.00
H -0.281 -4.506 -3.864 0.00
H -1.410 -3.198 -4.190 0.00
H -1.726 -4.328 -2.877 0.00
H -1.961 -1.650 -0.937 0.00
H -1.250 -0.493 -2.042 0.00
```

Output
Net charge = -1
2S+1 = 4
E_LUMO (spin up / spin down) = 2.80 / 2.79 eV
Expectation value of S² = 3.799
HOMO (spin up / spin down) = -2.216 / -5.022 eV

***

Model two:
Molecular formula: C28H31BGeN7V
Method: DFT, the ωB97M-V functional and the def2-TZVPD basis

Structure (XYZ):
```
69
Properties=species:S:1:pos:R:3:lowdin_spin:R:1
V -0.099 -0.315 0.411 2.22
C 1.850 -4.261 0.640 0.00
C 0.872 -3.363 0.191 0.01
N 1.205 -2.122 0.519 0.00
N 2.373 -2.188 1.182 0.00
C 2.785 -3.462 1.266 0.01
B 3.026 -0.886 1.671 0.00
N 2.106 -0.195 2.697 0.00
C 2.368 0.149 3.968 0.01
C 1.278 0.835 4.464 0.00
C 0.376 0.866 3.395 0.01
N 0.885 0.247 2.338 0.00
N 3.198 0.061 0.470 0.00
C 4.326 0.654 0.049 0.00
C 4.020 1.451 -1.033 0.00
C 2.640 1.282 -1.193 0.01
N 2.152 0.432 -0.296 0.01
H 1.867 -5.330 0.527 0.00
H -0.052 -3.540 -0.335 0.00
H 3.710 -3.703 1.763 0.00
H 4.094 -1.114 2.177 0.00
H 3.310 -0.118 4.417 0.00
H 1.153 1.251 5.448 0.00
H -0.613 1.287 3.337 0.00
H 5.259 0.461 0.551 0.00
H 4.685 2.069 -1.611 0.00
H 1.982 1.731 -1.918 0.00
C -2.633 -2.671 3.268 0.03
C -3.561 -3.213 2.381 0.01
C -3.500 -2.874 1.043 0.02
C -2.522 -1.973 0.595 0.02
C -1.557 -1.430 1.455 0.02
C -1.651 -1.808 2.803 0.00
C -2.393 -1.609 -0.822 0.16
C -3.427 -1.735 -1.750 0.01
C -3.272 -1.339 -3.058 0.19
C -1.995 -0.875 -3.479 0.01
C -1.706 -0.518 -4.808 0.04
C -0.437 -0.141 -5.193 0.01
C 0.594 -0.139 -4.251 0.05
C 0.330 -0.468 -2.936 0.01
C -0.963 -0.795 -2.511 0.03
N -1.181 -1.064 -1.169 0.09
H -2.668 -2.940 4.319 0.00
H -4.313 -3.911 2.732 0.00
H -4.197 -3.326 0.346 0.00
H -0.925 -1.429 3.517 0.00
H -4.380 -2.116 -1.407 0.00
H -4.086 -1.400 -3.769 0.01
H -2.507 -0.558 -5.538 0.00
H -0.237 0.127 -6.223 0.00
H 1.606 0.113 -4.545 0.00
H 1.128 -0.510 -2.210 0.00
C -0.539 3.309 -2.168 0.00
Ge -0.609 3.263 -0.200 0.00
C 1.118 3.815 0.572 0.00
C -1.854 4.722 0.293 0.00
C -1.198 1.555 0.468 -0.01
H -0.281 4.310 -2.522 0.00
H -1.520 3.046 -2.571 0.00
H 0.172 2.599 -2.588 0.00
H 1.393 4.817 0.234 0.00
H 1.921 3.125 0.314 0.00
H 1.033 3.834 1.661 0.00
H -1.513 5.691 -0.080 0.00
H -1.936 4.783 1.380 0.00
H -2.850 4.529 -0.109 0.00
H -2.121 1.302 -0.075 0.00
H -1.520 1.722 1.504 0.00
```

Output
Net charge = -1
2S+1 = 4
E_LUMO (spin up / spin down) = 2.73 / 2.73 eV
Expectation value of S² = 3.802
HOMO (spin up / spin down) = -2.220 / -4.944 eV

***

It turns out model two is the most stable, with the second structure 0.0310 hartree higher.

***

Model one:
Molecular formula: C18H24N4O2
Method: DFT, the ωB97M-V functional and the def2-TZVPD basis

Structure (XYZ):
```
48
Properties=species:S:1:pos:R:3:mulliken_charge:R:1
C -6.220 -0.460 -1.885 -1.35
C -4.871 -0.242 -1.656 0.75
N -4.156 -1.237 -1.000 -0.89
N -2.830 -0.598 -0.862 0.69
C -2.683 0.755 -1.574 0.46
C -3.897 0.989 -1.869 -0.55
H -4.193 1.944 -2.275 0.42
C -1.442 1.431 -1.363 -0.23
O -0.775 1.860 -2.265 -0.59
N -1.234 1.790 0.010 -0.07
H -1.742 1.206 0.846 0.37
C 0.124 2.345 0.387 -0.91
C 0.747 1.838 1.381 0.83
C 2.213 1.956 1.658 -1.27
N 3.186 1.101 0.829 0.11
C 2.949 1.029 -0.348 0.52
C 3.970 0.268 -1.075 -1.08
O 4.089 -1.091 -0.384 -0.33
C 4.237 -1.135 0.857 -0.51
C 3.226 -0.206 1.722 -0.94
H 3.545 -0.053 2.571 0.87
H 2.355 -0.804 1.730 0.14
H 4.353 -2.118 1.418 0.40
H 5.311 -0.523 1.258 0.21
H 3.884 -0.303 -2.329 0.16
H 4.905 0.584 -0.991 0.61
H 2.928 2.136 -0.982 0.22
H 1.911 0.329 -0.697 -0.39
H 2.459 3.086 1.287 0.36
H 2.504 2.131 2.706 0.45
H 0.269 1.771 2.470 0.32
H 0.694 0.615 1.224 -0.38
H -0.292 3.426 0.810 0.11
H 0.632 2.673 -0.509 0.41
C -1.720 -1.314 -0.250 0.07
C -0.503 -1.492 -0.670 0.29
C 0.561 -2.120 -0.341 -0.32
C 0.187 -2.887 1.138 -0.53
C -1.033 -3.054 1.389 -0.24
C -1.962 -2.349 0.943 -0.37
H -3.187 -2.212 1.257 0.16
H -1.202 -3.699 2.448 0.13
H 1.121 -3.473 1.363 0.37
H 1.593 -1.881 -0.557 0.49
H -0.113 -0.727 -1.607 0.04
H -6.924 0.350 -1.573 0.27
H -6.380 -0.336 -3.036 0.24
H -6.596 -1.302 -1.605 0.47
```

Output
Net charge = 0
2S+1 = 1
E_LUMO = 0.06 eV
HOMO = -7.874 eV

***

Model two:
Molecular formula: C18H24N4O2
Method: DFT, the ωB97M-V functional and the def2-TZVPD basis

Structure (XYZ):
```
48
Properties=species:S:1:pos:R:3:mulliken_charge:R:1
C -5.943 -1.269 -1.366 -1.08
N -5.040 -0.533 -0.510 -0.13
C -4.071 -1.402 0.131 -0.89
C -3.213 -0.593 1.096 -0.69
N -2.510 0.453 0.373 0.54
C -1.574 1.182 1.209 -1.24
C -0.286 0.389 1.436 -0.36
C 0.354 0.011 0.095 -1.58
N 1.469 -0.882 0.260 0.00
C 2.781 -0.719 0.107 0.76
C 3.568 -1.890 0.056 0.04
C 3.018 -3.193 0.290 -0.05
O 1.848 -3.454 0.556 -0.70
C 4.968 -1.859 -0.313 0.06
O 5.709 -2.821 -0.394 -0.72
N 5.450 -0.604 -0.649 -0.07
C 4.793 0.572 -0.447 -0.04
C 5.466 1.781 -0.649 -0.76
C 4.854 2.978 -0.362 -0.50
C 3.569 2.983 0.168 -1.04
C 2.885 1.801 0.342 0.00
C 3.451 0.568 -0.010 0.67
C -3.484 1.321 -0.262 -0.80
C -4.340 0.511 -1.230 -0.80
H -6.672 -0.580 -1.789 0.34
H -6.471 -2.012 -0.770 0.34
H -5.425 -1.784 -2.190 0.38
H -4.607 -2.177 0.683 0.47
H -3.415 -1.890 -0.612 0.34
H -2.487 -1.256 1.568 0.32
H -3.862 -0.165 1.880 0.34
H -1.322 2.112 0.691 0.46
H -2.016 1.450 2.184 0.42
H -0.495 -0.527 1.990 0.37
H 0.397 0.987 2.043 0.40
H -0.410 -0.514 -0.486 0.40
H 0.646 0.899 -0.468 0.49
H 1.221 -1.871 0.419 0.54
H 3.760 -4.000 0.215 0.42
H 6.416 -0.575 -0.952 0.19
H 6.483 1.756 -1.014 0.37
H 5.381 3.907 -0.518 0.39
H 3.106 3.916 0.450 0.42
H 1.914 1.837 0.801 0.38
H -2.955 2.101 -0.814 0.44
H -4.145 1.800 0.481 0.35
H -5.077 1.167 -1.700 0.46
H -3.689 0.091 -2.019 0.33
```

Output
Net charge = 0
2S+1 = 1
E_LUMO = -0.08 eV
SMILES string = CN1CCN(CCCNc2c(C=O)c(=O)[nH]c3ccccc23)CC1
HOMO = -8.447 eV

***

It turns out model two is the most stable, with the second structure 0.7075 hartree higher.

***

Model one:
Molecular formula: C9H11NO2
Method: DFT, the ωB97M-V functional and the def2-TZVPD basis

Structure (XYZ):
```
23
Properties=species:S:1:pos:R:3:mulliken_charge:R:1
O -2.809 2.308 -0.875 -0.55
C -1.946 1.348 -0.515 0.04
C -0.594 1.444 -0.750 -0.52
C 0.358 0.492 -0.406 0.20
C -0.089 -0.653 0.342 0.84
C -1.451 -0.819 0.537 -0.87
C -2.378 0.132 0.043 1.10
O -3.703 0.071 0.373 -0.68
C 0.918 -1.621 0.891 -1.21
N 2.278 -1.533 0.279 -0.37
C 2.764 -0.149 0.095 -0.83
C 1.857 0.742 -0.734 -0.73
H -3.667 2.008 -0.713 0.28
H -0.155 2.394 -1.174 0.29
H -1.853 -1.706 1.027 0.33
H -3.948 -0.522 1.248 0.34
H 0.527 -2.634 0.588 0.39
H 0.981 -1.534 2.007 0.27
H 2.194 -2.068 -0.631 0.30
H 2.830 0.283 1.064 0.34
H 3.781 -0.237 -0.333 0.35
H 2.013 1.796 -0.605 0.38
H 2.091 0.459 -1.760 0.30
```

Output
Net charge = 0
2S+1 = 1
E_LUMO = 0.45 eV
SMILES string = Oc1cc2c(cc1O)CNCC2
HOMO = -7.948 eV

***

Model two:
Molecular formula: C9H11NO2
Method: DFT, the ωB97M-V functional and the def2-TZVPD basis

Structure (XYZ):
```
23
Properties=species:S:1:pos:R:3:mulliken_charge:R:1
C 1.105 2.086 0.130 -1.20
C 1.742 0.782 0.739 -0.64
C 1.447 -0.597 -0.229 0.96
O 1.973 -0.259 -1.459 -0.49
N 2.224 -1.544 0.522 0.04
O 3.178 -1.959 -0.107 -0.47
C 0.006 -0.932 -0.230 -0.08
C -0.594 -1.442 0.894 -0.23
C -1.923 -1.691 1.051 -0.69
C -2.726 -1.502 -0.085 -0.37
C -2.104 -1.165 -1.233 -0.38
C -0.756 -0.856 -1.375 -0.31
H 0.042 2.004 0.094 0.32
H 1.477 2.227 -0.837 0.34
H 1.502 2.877 0.791 0.39
H 2.775 0.808 0.826 0.54
H 1.256 0.741 1.803 0.24
H 2.580 -0.933 -1.573 0.39
H 0.115 -1.585 1.727 0.38
H -2.382 -1.974 2.026 0.34
H -3.817 -1.708 -0.041 0.33
H -2.753 -0.975 -2.132 0.24
H -0.718 -0.650 -2.428 0.36
```

Output
Net charge = 0
2S+1 = 1
E_LUMO = -0.27 eV
SMILES string = CC[C@@](O)(N=O)c1ccccc1
HOMO = -9.344 eV

***

It turns out model one is the most stable, with the second structure 0.0998 hartree higher.

***

Model one:
Molecular formula: C3H4ClNS
Method: DFT, the ωB97M-V functional and the def2-TZVPD basis

Structure (XYZ):
```
10
Properties=species:S:1:pos:R:3:mulliken_charge:R:1
C -0.496 -1.483 2.097 0.60
C -0.515 0.438 0.387 -0.50
C 0.458 -0.611 -0.121 -0.30
N -0.264 -0.756 1.052 -0.03
S -0.564 -2.826 2.820 -0.19
Cl -2.205 0.427 3.036 -0.60
H -0.199 1.316 0.766 0.31
H -1.352 0.629 -0.237 0.23
H 0.251 -1.223 -1.096 0.21
H 1.507 -0.437 -0.116 0.26
```

Output
Net charge = 0
2S+1 = 1
E_LUMO = -1.42 eV
HOMO = -8.738 eV

***

Model two:
Molecular formula: C3H4ClNS
Method: DFT, the ωB97M-V functional and the def2-TZVPD basis

Structure (XYZ):
```
10
Properties=species:S:1:pos:R:3:mulliken_charge:R:1
Cl -0.975 -1.235 -1.356 -0.20
C 0.160 -1.019 0.045 0.08
C 1.223 -0.083 -0.464 -0.18
N 1.259 1.178 -0.091 -0.37
S 0.110 1.493 1.039 0.01
C -0.524 -0.215 1.202 -0.72
H 0.489 -2.053 0.311 0.32
H 2.113 -0.465 -1.036 0.34
H -0.140 -0.633 2.079 0.36
H -1.616 -0.098 1.003 0.37
```

Output
Net charge = 0
2S+1 = 1
E_LUMO = 0.50 eV
SMILES string = Cl[C@H]1C=NSC1
HOMO = -8.675 eV

***

Model three:
Molecular formula: C3H4ClNS
Method: DFT, the ωB97M-V functional and the def2-TZVPD basis

Structure (XYZ):
```
10
Properties=species:S:1:pos:R:3:mulliken_charge:R:1
N 1.455 1.235 0.043 -0.43
C 0.234 0.668 -0.012 0.13
C -0.116 -0.606 0.041 0.18
Cl 1.224 -1.752 -0.047 -0.27
C -1.454 -1.159 0.054 -0.35
S -2.880 -0.338 -0.055 -0.28
H 1.577 2.229 -0.112 0.24
H 2.226 0.652 -0.215 0.19
H -0.663 1.290 0.002 0.28
H -1.603 -2.220 0.301 0.29
```

Output
Net charge = 0
2S+1 = 1
E_LUMO = -0.48 eV
SMILES string = N/C=C(\Cl)C=S
HOMO = -8.515 eV

***

It turns out model three is the most stable, with the second structure 0.0067 hartree higher.

***

Model one:
Molecular formula: CH3Br2P
Method: DFT, the ωB97M-V functional and the def2-TZVPD basis

Structure (XYZ):
```
7
Properties=species:S:1:pos:R:3:mulliken_charge:R:1
C 0.138 -0.353 -0.045 -0.87
P 2.602 -0.018 -1.021 0.23
Br 3.390 1.768 0.047 -0.12
Br 3.330 -1.652 0.252 -0.11
H -0.071 0.791 -0.238 0.29
H 0.158 -0.736 1.039 0.28
H -0.371 -1.028 -0.724 0.32
```

Output
Net charge = 0
2S+1 = 1
E_LUMO (spin up / spin down) = -0.77 / -0.79 eV
HOMO (spin up / spin down) = -8.515 / -8.540 eV

***

Model two:
Molecular formula: CH3Br2P
Method: DFT, the ωB97M-V functional and the def2-TZVPD basis

Structure (XYZ):
```
7
Properties=species:S:1:pos:R:3:mulliken_charge:R:1
Br 2.307 -0.278 0.052 -0.12
C 0.428 0.131 0.393 -0.62
P -0.574 -1.404 0.052 0.14
Br -2.656 -0.182 0.010 -0.24
H 0.342 0.423 1.442 0.38
H 0.141 0.966 -0.250 0.36
H -0.421 -1.320 -1.343 0.10
```

Output
Net charge = 0
2S+1 = 1
E_LUMO = -0.47 eV
SMILES string = BrCPBr
HOMO = -10.061 eV

***

Model three:
Molecular formula: CH3Br2P
Method: DFT, the ωB97M-V functional and the def2-TZVPD basis

Structure (XYZ):
```
7
Properties=species:S:1:pos:R:3:mulliken_charge:R:1
C 0.578 -0.881 0.105 -0.61
P -2.074 0.304 0.199 0.07
Br 1.130 -1.243 -1.646 -0.05
Br -1.834 2.225 1.187 -0.12
H 0.431 -1.847 0.715 0.31
H 1.229 -0.078 0.608 0.30
H -2.287 1.008 -1.094 0.09
```

Output
Net charge = 0
2S+1 = 1
E_LUMO (spin up / spin down) = -1.14 / -0.70 eV
HOMO (spin up / spin down) = -8.674 / -8.415 eV

***

It turns out model two is the most stable, with the second structure 0.0524 hartree higher.